This record from the OMol25 dataset describes a structure of composition C18H34N5O6P2SSeSr. The level of theory is the ωB97M-V functional and the def2-TZVPD basis.

Output
Net charge ... +1
Maximum force ... 0.0119 hartree/bohr
HOMO level ... -10.529 eV

Geometry as XYZ:
```
68
Properties=species:S:1:pos:R:3:forces:R:3
Sr -1.1731 0.5526 1.2747 0.583 0.109 0.160
N -5.0945 3.0116 3.4567 -0.003 -0.046 -0.139
C -4.0883 2.2319 2.6304 -0.073 0.136 0.136
C -4.8165 1.4828 1.5071 -0.070 -0.022 -0.087
P -3.5030 0.9541 3.8582 -0.001 0.251 0.066
O -2.7122 1.8499 4.9485 0.035 0.047 0.043
O -4.7872 0.4935 4.4343 0.059 -0.186 0.092
O -2.5053 0.0738 3.1655 -0.232 0.021 -0.165
P -2.9365 3.4813 1.9290 0.161 -0.004 0.045
O -4.0746 4.3280 1.1474 0.095 0.050 -0.074
O -2.3303 4.3113 3.0052 -0.043 0.002 0.000
O -2.0383 2.7541 0.9602 -0.284 0.006 0.075
H -5.6434 2.3190 3.9908 0.035 -0.032 0.040
H -5.6824 3.5856 2.8506 0.001 0.033 0.034
H -4.5884 3.6233 4.1037 -0.012 0.011 0.021
H -5.7168 2.0023 1.1742 0.031 0.092 0.055
H -5.1001 0.4755 1.8079 -0.039 -0.002 0.001
H -4.1642 1.4445 0.6356 -0.037 -0.137 -0.053
H -3.0442 1.6825 5.8405 -0.027 -0.023 -0.032
H -3.8368 5.2590 1.0418 -0.015 -0.046 0.001
C -1.8975 0.3814 -2.1662 0.050 -0.015 0.009
C -0.7748 -0.1687 -3.0546 -0.021 -0.009 0.022
C 0.4349 0.7609 -3.1199 -0.002 0.017 -0.014
C 1.2248 0.8164 -1.8183 0.045 -0.012 -0.003
N 2.0519 -0.3615 -1.5898 -0.013 -0.017 0.033
C 1.7879 -1.4421 -0.8181 -0.041 -0.008 -0.060
Se 0.2449 -1.8419 0.1381 0.071 -0.179 -0.154
N 2.8497 -2.2701 -0.8840 0.071 0.007 0.001
C 2.9957 -3.5789 -0.2459 0.014 0.004 -0.010
C 2.8760 -4.7163 -1.2560 -0.022 0.007 0.006
C 1.4672 -4.8960 -1.8198 0.013 -0.012 0.006
C 0.5027 -5.5291 -0.8241 0.001 -0.015 0.000
C 3.8261 -1.7082 -1.7014 -0.035 -0.015 0.008
C 5.0953 -2.1425 -2.0571 0.005 0.000 -0.005
C 5.8254 -1.3150 -2.8919 -0.001 -0.009 0.003
C 5.3086 -0.0995 -3.3532 -0.004 0.006 -0.003
C 4.0452 0.3333 -2.9911 0.011 -0.001 0.003
C 3.3180 -0.4994 -2.1525 -0.003 0.017 -0.017
H -2.4331 -0.4248 -1.6610 -0.034 0.003 0.001
H -2.6251 0.9585 -2.7367 0.019 0.006 -0.018
H -1.5018 1.0794 -1.4173 -0.032 0.005 -0.002
H -1.1586 -0.3252 -4.0629 -0.006 -0.017 -0.001
H -0.4569 -1.1477 -2.6898 -0.006 0.014 0.012
H 0.1106 1.7784 -3.3566 -0.008 -0.005 -0.012
H 1.1057 0.4512 -3.9249 0.005 0.012 0.001
H 0.5769 0.9279 -0.9541 -0.020 -0.001 0.026
H 1.8962 1.6748 -1.7997 0.000 0.005 0.004
H 2.2365 -3.6449 0.5299 0.002 -0.007 0.007
H 3.9728 -3.5869 0.2394 -0.002 0.001 0.000
H 3.1929 -5.6359 -0.7569 -0.006 -0.003 0.002
H 3.5864 -4.5453 -2.0681 0.001 0.008 -0.003
H 1.5279 -5.5210 -2.7129 -0.001 -0.003 0.000
H 1.0777 -3.9285 -2.1538 0.002 0.001 -0.002
H 0.8457 -6.5245 -0.5353 0.001 0.000 0.000
H -0.4934 -5.6328 -1.2545 -0.001 0.004 -0.003
H 0.4032 -4.9289 0.0813 0.001 0.001 -0.004
H 5.4993 -3.0797 -1.7011 0.003 -0.001 -0.001
H 6.8188 -1.6143 -3.1958 0.001 -0.002 0.002
H 5.9116 0.5161 -4.0063 0.000 0.000 0.001
H 3.6509 1.2748 -3.3478 0.002 0.000 -0.002
N -0.1395 2.2571 3.5203 0.102 0.006 -0.012
C 0.6644 2.7842 2.5572 -0.099 0.069 0.106
N 0.5272 4.0843 2.3252 0.017 0.025 -0.131
S 1.6824 1.7700 1.6630 -0.153 -0.049 0.022
H -0.7219 2.8775 4.0699 -0.102 -0.033 -0.058
H 0.2119 1.4440 4.0021 -0.012 -0.034 -0.046
H -0.2896 4.5693 2.6872 0.008 -0.030 0.044
H 0.9746 4.4535 1.5034 0.016 0.001 0.019
```
Forces are in eV/Å.

This record from the OMol25 dataset describes a structure of composition C18H34N6NiO. The level of theory is the ωB97M-V functional and the def2-TZVPD basis.

Output
Net charge ... +2
Expectation value of S² ... 2.0065
Maximum force ... 0.0619 hartree/bohr
Multiplicity ... 3
HOMO level (spin up / spin down) ... -13.249 / -14.111 eV

Geometry as XYZ:
```
60
Properties=species:S:1:pos:R:3:forces:R:3
Ni -0.7662 1.5974 -0.6474 -0.165 0.281 0.290
N 4.4611 -1.7340 0.1786 -0.632 -2.202 -2.209
C 2.9539 -1.9753 0.0663 -0.288 -0.012 0.815
C 2.5412 -1.0735 -1.0751 -1.032 -1.284 -1.009
C 0.9927 -0.9901 -1.3033 1.758 -0.230 -1.667
N 0.2874 -0.1545 -0.3530 0.011 0.189 0.704
C 0.5485 -2.4358 -1.3963 -0.201 -0.947 -0.668
C 0.9642 -3.3566 -0.2205 0.146 -0.740 -0.179
N 0.4623 -2.7950 1.0609 0.535 -0.736 0.869
C 2.5086 -3.4412 -0.1202 0.247 0.528 -0.252
H 4.6579 -0.7780 0.2918 0.324 1.754 0.479
H 4.9039 -2.0191 -0.7327 -0.349 0.237 0.942
H 4.8931 -2.2757 0.8917 0.550 -0.568 1.014
H 2.4992 -1.7329 1.0383 0.468 0.652 -0.295
H 2.9919 -1.5565 -1.9607 -0.437 0.105 -0.095
H 3.0143 -0.1327 -1.0744 0.373 1.495 0.509
H 0.8360 -0.5727 -2.3256 0.279 -0.129 0.648
H 0.9078 0.2483 0.3594 -0.254 -0.501 -0.168
H -0.3463 -0.7915 0.1132 -0.034 0.288 0.607
H 0.9595 -2.8069 -2.3604 0.256 -0.075 0.698
H -0.5022 -2.5340 -1.6499 -0.507 0.173 0.605
H 0.5930 -4.4031 -0.4177 0.264 1.007 0.166
H 0.8829 -3.2293 1.9248 -0.117 0.402 -1.424
H -0.4899 -3.0845 1.1744 -0.841 0.067 -0.131
H 2.9633 -3.9247 -1.0065 -0.309 0.253 0.329
H 2.7481 -4.0280 0.7741 0.160 0.014 -0.200
N -6.0036 -2.5408 1.9900 -0.729 -0.277 1.262
C -5.0129 -2.7323 1.0762 -0.840 -1.510 0.416
O -4.7603 -3.8483 0.6378 0.108 1.082 0.009
C -4.2518 -1.5324 0.6048 0.276 -0.059 0.295
C -4.1822 -0.3412 1.3077 0.359 -0.463 0.123
C -3.2494 0.6060 0.8997 -0.544 0.647 0.772
N -2.5161 0.4815 -0.2114 -0.390 0.693 1.054
C -2.7252 -0.6185 -0.9288 0.738 0.052 -1.055
C -3.4832 -1.6836 -0.5451 -1.114 0.383 0.288
H -6.4963 -3.3501 2.4140 0.836 0.540 -0.960
H -6.1144 -1.7336 2.5979 0.289 -0.025 -0.726
H -4.7453 -0.2189 2.2326 0.218 0.285 -0.336
H -3.1683 1.4956 1.5405 0.417 -0.250 -0.638
H -2.2177 -0.5918 -1.8779 0.189 -0.379 -0.311
H -3.6577 -2.5512 -1.1471 0.317 -0.377 -0.258
C 2.0460 4.0181 0.2426 -2.220 0.291 -0.395
C 1.3341 3.1292 1.2473 -0.744 0.703 1.390
C 2.1991 1.9252 1.4312 0.488 -0.129 0.831
C -0.1386 2.7214 0.9857 -0.326 0.217 -0.786
H 3.0846 3.8881 0.3468 1.395 0.207 0.153
H 1.7447 5.0486 0.4610 0.302 -0.027 -0.581
H 1.7782 3.7171 -0.7823 0.027 0.251 0.048
H 1.3235 3.7387 2.1952 0.046 -0.734 -0.550
H 2.4035 1.5804 0.4313 0.065 -0.801 -0.525
H 1.6967 1.2041 2.0765 0.200 -0.396 -0.086
H 3.1837 2.1730 1.8524 -0.292 -0.027 0.115
H -0.7284 3.6062 0.7335 0.046 0.355 -0.081
H -0.6592 2.3553 1.8857 0.574 -0.200 -0.061
C -0.3537 5.4875 -2.5399 0.267 -2.017 -0.861
C -0.8989 4.1004 -2.3708 0.912 0.470 -0.157
N -1.1848 2.9909 -2.2435 0.108 0.494 0.334
H -0.6097 5.8295 -3.5323 0.156 0.014 -0.380
H 0.7341 5.5040 -2.3660 -0.497 -0.185 -0.140
H -0.8364 6.1218 -1.8748 -0.839 1.150 1.420
```
Forces are in eV/Å.

This record from the OMol25 dataset describes an isolated molecule of C18H34O3. The level of theory is the ωB97M-V functional and the def2-TZVPD basis.

Output
Maximum force ... 0.0120 hartree/bohr
HOMO level ... -9.151 eV
Structure (SMILES) ... CCCCCCCC/C=C\CCCCCC[C@@H](O)C(=O)O

Geometry as XYZ:
```
55
Properties=species:S:1:pos:R:3:forces:R:3
C 0.4259 5.8981 -1.6923 -0.085 -0.203 -0.139
C 0.4167 4.3931 -1.9305 0.163 0.169 0.259
C 1.2579 3.6480 -0.8969 -0.285 -0.252 -0.342
C 1.2442 2.1399 -1.1341 0.307 0.089 0.192
C 2.1764 1.3694 -0.1982 -0.133 0.074 0.053
C 1.8109 1.4425 1.2862 -0.098 -0.143 -0.251
C 0.4164 0.9017 1.5921 0.370 0.172 0.284
C 0.1844 0.7134 3.0959 -0.135 -0.116 -0.256
C -1.2002 0.1988 3.3488 0.039 0.202 0.076
C -1.5588 -1.0664 3.5062 0.017 -0.109 0.096
C -0.6710 -2.2726 3.5026 -0.100 -0.117 0.042
C -1.2607 -3.3976 2.6463 0.005 0.159 -0.128
C -1.3258 -3.0483 1.1581 0.221 -0.169 0.166
C 0.0395 -3.1042 0.4741 -0.292 -0.072 -0.191
C -0.0414 -2.9506 -1.0448 0.106 0.251 0.157
C -0.5198 -1.5673 -1.4809 0.132 -0.258 -0.361
C -0.4266 -1.3780 -3.0088 -0.268 0.199 0.310
O 0.8886 -1.4952 -3.4767 0.152 -0.118 -0.046
C -1.3083 -2.3952 -3.7055 0.351 -0.112 -0.294
O -0.8691 -3.2622 -4.4177 0.004 -0.074 -0.020
O -2.6036 -2.2416 -3.4453 -0.532 0.197 0.239
H 1.4408 6.2863 -1.7471 0.094 0.094 0.010
H -0.1774 6.4093 -2.4391 -0.035 0.137 -0.027
H 0.0241 6.1317 -0.7084 -0.030 0.079 0.100
H 0.8033 4.1817 -2.9302 -0.047 -0.072 -0.043
H -0.6118 4.0258 -1.8905 -0.022 -0.066 -0.066
H 2.2876 4.0112 -0.9418 0.074 0.046 0.075
H 0.8704 3.8698 0.0992 0.043 0.071 0.109
H 1.5581 1.9405 -2.1618 -0.074 -0.015 -0.062
H 0.2233 1.7674 -1.0311 -0.104 -0.044 -0.064
H 3.1922 1.7527 -0.3232 0.061 -0.058 -0.073
H 2.1858 0.3211 -0.5077 0.087 -0.067 0.011
H 2.5464 0.8554 1.8435 0.018 0.050 0.072
H 1.8880 2.4729 1.6380 0.049 0.047 0.096
H 0.2845 -0.0634 1.1001 -0.087 -0.048 -0.070
H -0.3428 1.5807 1.2004 -0.106 -0.034 -0.093
H 0.3107 1.6737 3.6014 0.075 -0.012 0.047
H 0.9323 0.0267 3.4947 0.065 0.042 0.027
H -1.9694 0.9610 3.3637 -0.176 0.020 0.023
H -2.6057 -1.2925 3.6724 -0.176 0.060 -0.015
H 0.3269 -2.0231 3.1468 0.120 0.012 0.053
H -0.5773 -2.6371 4.5314 0.104 0.005 -0.024
H -2.2709 -3.6129 3.0036 0.004 -0.060 0.066
H -0.6641 -4.3034 2.7790 -0.051 -0.064 0.018
H -1.9914 -3.7579 0.6597 -0.059 0.040 -0.075
H -1.7578 -2.0517 1.0525 -0.111 0.030 -0.076
H 0.5028 -4.0688 0.6969 0.063 0.008 0.077
H 0.6908 -2.3266 0.8762 0.133 0.021 0.052
H 0.9526 -3.1173 -1.4664 -0.050 -0.053 -0.066
H -0.7085 -3.7169 -1.4491 0.006 -0.091 -0.032
H 0.1113 -0.8052 -1.0240 -0.031 0.099 0.021
H -1.5534 -1.3980 -1.1802 -0.019 0.103 0.075
H -0.7963 -0.3735 -3.2589 -0.020 -0.163 0.002
H 0.9459 -2.3245 -3.9770 -0.048 0.098 0.021
H -3.1267 -2.9208 -3.9017 0.308 0.019 -0.014
```
Forces are in eV/Å.

What energy above the lowest of the compared OMol25 structures with the same formula, charge and spin values result from the calculations? In sequence: 0.0; 11.7; 85.0 kJ/mol.